{
  "formula": "C15H33AuN3O2Ta",
  "method": "ωB97M-V/def2-TZVPD",
  "species": ["N", "C", "O", "Au", "Ta", "N", "N", "C", "C", "C", "C", "C", "C", "C", "C", "H", "H", "H", "H", "H", "H", "H", "H", "H", "H", "H", "H", "H", "H", "H", "H", "H", "H", "C", "H", "H", "H", "C", "H", "H", "H", "C", "C", "C", "C", "O", "H", "H", "H", "H", "H", "H", "H", "H", "H"],
  "positions_angstrom": [[-1.805781, -0.651551, -0.039270], [-4.811899, -2.592581, 0.587655], [-5.087104, -3.649449, 0.952379], [-3.459309, -1.523091, 0.311147], [-0.167969, 0.144492, -0.005653], [-0.082108, 1.962990, -0.909228], [0.964883, -1.047702, -1.158645], [-0.509280, 2.382770, -2.249710], [0.600126, -2.243468, -1.926170], [-0.773353, 3.889454, -2.304928], [0.608186, 2.019231, -3.228381], [-1.799540, 1.666356, -2.640853], [0.257535, -3.358620, -0.938710], [1.742780, -2.704805, -2.830460], [-0.611587, -1.946544, -2.800333], [-1.499839, 4.177243, -1.538264], [-1.196212, 4.146289, -3.283909], [0.140773, 4.476516, -2.173391], [1.512789, 2.598520, -3.003299], [0.292255, 2.223731, -4.260936], [0.864840, 0.952959, -3.136822], [-1.663776, 0.586391, -2.779553], [-2.155940, 2.083384, -3.593428], [-2.579039, 1.816861, -1.883355], [1.125992, -3.591090, -0.309871], [-0.028946, -4.262920, -1.491796], [-0.575302, -3.058415, -0.290854], [2.597132, -3.073398, -2.253817], [2.066203, -1.889943, -3.487111], [1.382556, -3.529997, -3.457229], [-0.858327, -2.848039, -3.379428], [-0.385249, -1.138715, -3.508823], [-1.486745, -1.674014, -2.201326], [0.848178, 2.867912, -0.226662], [1.148492, 2.436737, 0.738028], [1.769062, 3.071297, -0.796739], [0.383195, 3.837120, 0.002452], [2.367029, -0.951414, -0.741188], [2.473784, -0.272995, 0.121511], [2.778146, -1.926379, -0.432250], [3.007336, -0.551209, -1.544646], [-1.066521, 0.813134, 3.660816], [0.223588, 0.119638, 3.240853], [1.421017, 0.770138, 3.920445], [0.169432, -1.365791, 3.575183], [0.393923, 0.266286, 1.805546], [-1.224938, 0.703388, 4.741099], [-1.936655, 0.388002, 3.147525], [-1.020301, 1.885401, 3.439632], [1.335498, 0.692418, 5.011969], [2.349572, 0.276488, 3.613376], [1.482650, 1.831811, 3.657314], [-0.669729, -1.858920, 3.070956], [1.099588, -1.861538, 3.275259], [0.045004, -1.510073, 4.655891]],
  "atomic_forces_ev_per_a": [[2.180, 1.548, -0.572], [-4.014, -7.226, 2.618], [-0.482, 2.758, -1.145], [2.663, 3.491, -1.218], [-0.501, 0.021, 2.895], [0.488, 0.561, -0.749], [0.490, -0.844, 0.369], [-1.012, 0.028, 0.228], [0.052, 0.369, -1.257], [0.209, 0.541, 0.092], [0.986, -0.322, -0.369], [-0.227, -0.386, -0.120], [-0.036, -0.474, 0.816], [0.270, -0.155, 0.001], [-0.450, -0.019, -0.215], [0.071, -0.011, -0.105], [0.157, -0.154, 0.245], [-0.182, -0.043, -0.057], [-0.195, -0.057, -0.217], [0.027, 0.053, 0.391], [-0.201, 0.239, -0.093], [0.028, 0.235, 0.038], [0.108, -0.196, 0.303], [0.151, 0.040, -0.137], [-0.197, -0.079, -0.098], [0.172, 0.277, 0.055], [0.136, -0.031, -0.187], [-0.088, 0.034, -0.226], [0.008, -0.146, 0.039], [0.126, 0.239, 0.178], [0.066, 0.308, 0.175], [-0.049, -0.203, 0.102], [0.198, -0.080, -0.201], [0.006, -0.087, 0.795], [-0.059, 0.041, -0.213], [-0.375, -0.102, -0.225], [-0.069, -0.175, -0.220], [0.187, -0.035, 0.367], [-0.071, -0.022, -0.196], [-0.207, 0.269, -0.188], [-0.264, -0.166, 0.024], [-0.174, 0.177, -0.162], [-0.121, -0.196, 0.965], [0.202, 0.096, -0.173], [0.055, -0.211, -0.159], [-0.101, 0.043, -1.671], [0.102, -0.016, -0.279], [0.125, 0.002, 0.055], [-0.005, -0.130, 0.028], [-0.031, -0.005, -0.310], [-0.116, 0.083, 0.080], [0.002, -0.129, 0.078], [0.064, 0.091, 0.051], [-0.125, 0.059, 0.050], [0.029, 0.100, -0.277]],
  "e_homo_ha": [-0.5919, -0.5904],
  "total_charge": 2,
  "e_above_lowest_kj_mol": 293.6,
  "e_lumo_ev": [-11.388, -11.389],
  "orbital_gap_ha": [0.17340, 0.17191],
  "spin_multiplicity": 1
}